Record 1
ORCA calculation (the ωB97M-V functional and the def2-TZVPD basis) on a structure of composition C31H45BrN2P2Ru.

Properties
gap between HOMO and LUMO (spin up / spin down)	6.20 / 3.38	eV
2S+1	5
ΔE to the lowest compared entry with this formula, charge and spin	26.29	kcal/mol
total charge	+4
expectation value of S²	6.04
HOMO (spin up / spin down)	-0.703 / -0.702	Ha

XYZ file:
```
82
Properties=species:S:1:pos:R:3:forces:R:3
C 0.57667 4.95539 -3.69741 -0.1 -1.9 0.2
C 0.00738 3.82573 -4.28521 0.3 0.5 -0.2
C -0.36934 3.94174 -5.65814 -0.5 -1.6 1.9
C -0.40613 5.23201 -6.22523 0.2 2.6 -0.2
N -0.03048 6.32556 -5.54741 -0.1 -0.3 -0.4
C 0.47065 6.20230 -4.32336 0.2 1.2 -1.4
C -0.16465 2.64865 -3.42979 -2.8 -0.4 -0.7
C -1.04537 1.88536 -2.80073 -0.9 1.9 -1.5
C -1.98113 1.26677 -1.92973 -0.2 -0.6 0.0
C -1.58999 -0.05680 -1.54084 1.4 1.1 1.6
C -2.21470 -0.64982 -0.43791 0.4 -0.2 -1.5
C -3.45302 -0.13092 -0.03833 1.0 0.8 0.1
C -3.68922 1.24825 -0.22694 0.1 0.2 -0.5
C -2.97279 1.94710 -1.21220 -0.2 -0.3 0.1
Ru 0.70169 1.22826 -2.47464 3.1 2.2 2.3
P 2.49504 -0.09838 -2.18547 2.3 -1.6 1.0
H -0.67391 3.06808 -6.23930 0.2 0.3 0.1
H 1.03173 4.86251 -2.72260 -0.3 0.5 -0.4
H -0.74677 5.40809 -7.25667 0.3 -0.2 0.4
H 0.82234 7.09926 -3.79197 -0.5 -0.2 -0.3
H -3.19040 2.98918 -1.47429 0.0 -0.4 0.4
H -0.57419 -0.49693 -1.97689 -1.7 1.0 1.4
H -4.42048 1.76599 0.39276 -0.2 -0.2 -0.4
H -1.81026 -1.57094 -0.03960 -0.4 -0.2 0.0
C 2.19536 -1.34613 -0.90119 -0.2 -0.3 0.2
C 2.63270 -2.75364 -1.25462 -0.1 -0.7 0.1
H 1.13408 -1.28233 -0.62236 0.1 -0.3 -0.1
H 2.75076 -1.00379 -0.01831 -0.1 0.1 -0.2
H 2.30112 -3.44418 -0.46752 0.2 0.1 -0.2
H 2.16862 -3.08451 -2.18814 0.4 0.0 0.3
H 3.71980 -2.84672 -1.32782 -0.2 0.1 -0.1
C 2.66830 -0.69115 -3.90927 0.1 -0.1 -0.2
C 3.75932 0.01300 -4.72682 0.2 0.2 0.0
H 1.68871 -0.51550 -4.39593 0.2 -0.3 0.0
H 2.85924 -1.76645 -3.89879 -0.1 0.0 0.0
H 3.87534 -0.49869 -5.68803 0.0 0.1 0.2
H 3.50506 1.05875 -4.93927 0.1 -0.2 0.1
H 4.72950 -0.00485 -4.21549 -0.2 -0.1 -0.2
C 4.06953 0.65483 -1.62148 -0.3 0.7 -0.2
C 5.18418 -0.32030 -1.23653 0.1 -0.3 -0.1
H 3.77981 1.26625 -0.75522 0.1 -0.1 -0.1
H 4.37017 1.35248 -2.41477 0.1 -0.1 0.2
H 6.08390 0.24389 -0.96922 -0.2 0.0 -0.1
H 4.92232 -0.92982 -0.36581 0.0 0.1 -0.1
H 5.45647 -1.00278 -2.04876 0.0 0.2 0.1
Br -4.64678 -1.29836 0.69027 -0.6 -0.2 0.7
P -1.21477 -1.74232 -3.37790 -2.0 -3.0 -1.8
C 0.00704 -3.12600 -3.34123 1.0 0.6 0.2
C -0.06709 -4.47514 -4.06049 -0.4 -0.5 -0.6
H 0.05065 -3.38917 -2.25504 0.1 0.7 -0.6
H 0.94353 -2.64693 -3.65945 -0.2 -0.2 0.4
H 0.94546 -4.90151 -4.04502 -0.2 0.2 0.1
H -0.70230 -5.20458 -3.54189 -0.1 0.4 -0.2
H -0.34833 -4.39743 -5.11468 -0.1 0.0 0.2
C -2.73022 -2.62916 -2.87394 -0.6 0.2 1.1
C -3.74568 -3.29379 -3.81097 -0.3 -0.3 -0.5
H -3.31514 -1.95444 -2.23167 0.3 -0.1 -0.2
H -2.33272 -3.41852 -2.21211 -0.1 0.3 0.0
H -4.61581 -3.58439 -3.20230 0.4 0.0 -0.1
H -4.14292 -2.63264 -4.58484 0.0 -0.3 0.4
H -3.36361 -4.20152 -4.28417 0.0 0.2 0.0
C -1.55764 -0.65862 -4.81176 1.0 0.8 0.1
C -2.45073 -1.09651 -5.96597 -0.1 -0.3 -0.4
H -0.55551 -0.36558 -5.18641 -0.4 0.0 0.0
H -2.00273 0.26521 -4.39245 0.2 -0.5 0.2
H -2.83738 -0.17388 -6.41342 0.1 -0.3 -0.1
H -1.87113 -1.64374 -6.72026 -0.4 0.0 0.2
H -3.31122 -1.68656 -5.63240 0.5 0.4 -0.4
C 0.96863 4.60507 3.00450 -0.2 0.2 0.2
C 1.05596 3.77137 1.77069 0.1 0.2 0.7
C 1.16410 2.37975 1.80036 0.0 -1.0 -0.7
C 1.11841 1.65301 0.60792 0.0 0.1 0.1
N 1.10226 2.27487 -0.59751 0.3 -0.6 -0.6
C 1.19256 3.62039 -0.60937 -0.4 0.3 0.2
C 1.05416 4.39831 0.53433 0.3 -0.4 -1.2
H 0.32877 4.13031 3.75115 0.1 0.0 0.0
H 1.95125 4.79261 3.46238 -0.2 -0.2 -0.2
H 0.54168 5.58072 2.75367 0.1 -0.1 0.1
H 1.26575 1.81574 2.72744 -0.2 0.3 -0.1
H 1.13272 0.55496 0.56545 -0.1 0.6 0.3
H 1.37317 4.06170 -1.58074 -0.1 -0.3 0.7
H 0.97343 5.48249 0.45022 0.2 -0.3 0.0
```
Positions in Å, forces in eV/Å.

Record 2
ORCA calculation (the ωB97M-V functional and the def2-TZVPD basis) on a structure of composition C31H45BrN5O2Sm.

Properties
gap between HOMO and LUMO (spin up / spin down)	6.98 / 6.94	eV
2S+1	6
ΔE to the lowest compared entry with this formula, charge and spin	4.19	kcal/mol
total charge	+2
expectation value of S²	8.77
HOMO (spin up / spin down)	-0.482 / -0.480	Ha

XYZ file:
```
85
Properties=species:S:1:pos:R:3:forces:R:3
Sm -0.21732 0.44185 -0.33218 -0.7 0.3 0.8
C -1.19462 -2.02436 -0.20205 -0.7 -0.5 -0.1
C -1.16344 -1.82658 1.19420 1.1 1.2 -0.9
C 0.21643 -1.58176 1.50465 0.8 0.5 0.4
C 0.97999 -1.66963 0.30717 -1.3 -0.8 -0.6
C 0.08214 -2.02423 -0.75844 0.6 -0.4 0.4
C 0.42497 -2.85227 -1.95985 -0.6 -1.5 -1.1
C -0.83489 -3.27943 -2.79329 0.3 -1.3 -0.3
C 1.02584 -4.17438 -1.38798 0.3 0.0 -0.7
C 1.41602 -2.23768 -2.91590 0.8 0.6 -0.3
C 0.97985 -1.53194 2.83388 1.4 -0.3 0.4
C 2.54874 -1.48741 2.57360 -0.7 -0.5 0.2
C 0.77461 -2.89240 3.48751 -1.1 -1.3 0.1
C 0.62092 -0.38092 3.83774 -0.3 -0.3 -0.6
C -2.35558 -2.09370 2.03519 -1.2 -0.1 0.2
C -2.37081 -3.62348 2.21696 0.2 -0.7 2.0
C -3.70414 -1.69373 1.35349 -0.5 0.2 -0.8
C -2.38236 -1.37932 3.37383 0.1 -0.9 1.8
H -2.07863 -2.34327 -0.74202 0.1 0.2 0.1
H 2.04695 -1.72267 0.27328 0.2 0.1 -0.2
H -1.55273 -3.86984 -2.17197 0.5 0.5 -0.5
H -0.53601 -3.98119 -3.65114 -0.2 1.0 1.3
H -1.36670 -2.45166 -3.26498 0.0 0.2 0.1
H 0.30618 -4.69026 -0.76012 0.0 0.2 0.5
H 1.96454 -3.95209 -0.85560 -0.4 -0.3 0.0
H 1.23758 -4.90530 -2.19049 0.1 0.5 0.1
H 1.06336 -1.24751 -3.27704 0.2 -0.7 -0.1
H 1.64421 -2.92161 -3.75620 -0.3 0.5 0.3
H 2.38589 -2.08252 -2.41363 -0.2 0.1 -0.1
H 2.88825 -2.26368 1.85869 -0.2 0.3 0.7
H 3.08797 -1.62861 3.51974 -0.3 -0.1 -0.2
H 2.86680 -0.53448 2.19759 0.0 0.5 -0.4
H 1.05600 -3.73402 2.78993 -0.6 0.8 0.6
H -0.29636 -2.96655 3.80160 1.1 -0.3 -0.4
H 1.34394 -3.07449 4.40060 0.3 0.5 0.0
H 0.38753 -0.75625 4.86822 0.1 0.4 -1.0
H -0.19808 0.23695 3.40864 0.4 -0.4 0.7
H 1.49837 0.25019 3.87943 0.1 0.3 0.3
H -2.13183 -4.14349 1.28765 -0.4 0.0 0.0
H -3.34009 -3.95749 2.67616 0.7 0.2 -0.7
H -1.57972 -3.93719 2.96906 -1.0 0.3 -1.1
H -3.89498 -2.17513 0.35459 0.3 0.2 1.0
H -3.72817 -0.60251 1.15629 0.1 -0.4 0.2
H -4.59975 -1.91331 1.99766 1.1 0.0 -0.5
H -1.56896 -1.61961 4.10847 -0.8 -0.3 -0.8
H -3.35008 -1.64566 3.84666 0.6 0.3 0.0
H -2.30124 -0.30945 3.34444 -0.3 0.7 -0.6
C 3.46738 2.22180 2.40601 0.7 1.3 0.7
O 2.71776 3.22460 1.68912 -0.4 0.5 -1.2
C 1.65952 2.78053 1.05908 0.2 -1.9 0.6
O 1.24348 1.60666 1.20291 -0.1 0.4 -0.3
N 1.09126 3.63717 0.22589 -0.1 0.6 -0.5
N 0.04258 3.19251 -0.60474 -0.3 1.2 -1.1
H 4.49504 2.64107 2.48997 -0.8 -0.4 -0.1
H 3.43505 1.28024 1.87797 0.0 -0.1 0.2
H 2.97163 2.25447 3.36813 0.4 -0.9 0.4
H 1.52394 4.54583 0.16267 -0.3 0.3 -0.4
H 0.25761 3.41453 -1.62289 0.1 -0.4 1.6
H -0.77314 3.78055 -0.42880 0.0 -0.2 0.4
N 3.40951 1.92051 -2.25315 -2.1 0.9 -0.5
C 2.60015 0.95714 -1.75986 0.6 1.3 -0.8
N 1.34478 1.10495 -2.11237 -0.3 0.5 -0.9
C 1.29498 2.26235 -2.98489 2.8 -0.5 -0.3
C 0.38693 2.74603 -3.92353 -0.7 0.4 -0.6
C 0.78943 3.73476 -4.86563 0.4 -1.0 1.8
C 2.08802 4.27354 -4.82269 0.4 -0.3 1.1
C 3.01071 3.91984 -3.80536 -1.3 -1.1 -0.5
C 2.62289 2.80561 -3.02172 -0.3 -0.1 0.1
H 4.34140 2.09498 -2.00112 1.4 -0.1 0.3
H 3.07125 0.19020 -1.18565 -0.4 -0.6 0.5
H -0.62356 2.32619 -3.95589 0.3 0.2 -0.1
H 0.07131 4.12439 -5.56291 -0.1 -0.1 -0.3
H 2.38735 4.95095 -5.60809 0.0 0.4 0.2
H 3.96541 4.40864 -3.65571 0.1 -0.2 -0.4
Br -2.56465 0.20500 -2.50692 0.4 1.2 1.5
C -2.89658 1.66623 -1.14645 0.6 -0.7 0.5
C -3.60715 2.70613 -1.63267 -1.7 1.7 0.0
C -4.15694 3.65370 -0.68358 1.1 -1.1 -1.6
C -3.95337 3.41776 0.65455 -0.1 -0.2 1.1
C -3.17583 2.31189 1.07039 0.3 0.3 -2.2
N -2.50566 1.53413 0.14450 -1.8 -0.2 0.2
H -3.83880 2.73781 -2.71054 0.0 0.2 0.8
H -4.71778 4.50062 -1.06490 0.0 -0.1 0.2
H -4.41529 4.06827 1.42825 0.3 -0.6 -0.7
H -3.16117 2.05248 2.11660 0.7 -0.1 0.1
```
Positions in Å, forces in eV/Å.

Record 3
ORCA calculation (the ωB97M-V functional and the def2-TZVPD basis) on a cluster of 3 separate species, C31H45F9N2O7S2 in total.

Properties
gap between HOMO and LUMO	9.70	eV
2S+1	1
SMILES string	CC(C)CC[C@@H](C#N)[C@](C#N)(CCC(F)(F)C(F)(F)C(F)(F)C(F)(F)F)C[C@H](C)OCc1ccccc1.CCOS(C)(=O)=O.CCOS(C)(=O)=O
total charge	0
HOMO	-0.346	Ha

XYZ file:
```
96
Properties=species:S:1:pos:R:3:forces:R:3
C 0.51118 -1.11744 3.65824 0.2 0.0 0.6
C 1.52622 -2.32036 3.84181 0.5 0.5 0.5
C 3.02467 -1.91586 3.46299 -0.7 -1.2 -0.4
C 1.05605 -3.68328 3.17260 0.1 0.4 0.4
C 0.20596 -3.52947 1.85009 0.4 -1.3 0.4
C 0.90749 -2.69865 0.71434 1.6 -0.9 0.1
C 2.35390 -3.29701 0.58617 -2.9 1.4 0.4
N 3.33739 -3.86384 0.48760 1.0 -0.3 0.0
C 0.24750 -2.85791 -0.73328 0.3 -1.7 -0.1
C 0.73721 -4.26288 -1.24399 -1.3 2.7 0.9
N 1.05679 -5.28353 -1.63890 0.2 -0.9 -0.4
C 0.78166 -1.82065 -1.80362 0.1 0.1 0.1
C 0.92018 -0.33843 -1.28451 0.1 0.6 -0.7
C 2.39819 0.21188 -1.33065 -0.7 -1.6 -0.8
F 2.69576 0.45081 -2.67485 -0.1 0.3 1.7
F 3.32148 -0.75395 -0.93474 -1.1 1.4 0.0
C 2.60216 1.48515 -0.42766 2.1 -0.7 -0.9
F 2.53267 1.07805 0.88494 -0.5 0.7 -1.3
F 3.92276 1.89632 -0.63181 -2.0 -0.8 0.1
C 1.67446 2.72339 -0.78096 0.7 1.4 0.6
F 2.50454 3.83962 -0.79998 -1.1 -1.2 0.1
F 1.09604 2.66648 -2.01359 0.5 -0.5 1.5
C 0.58929 3.05905 0.33557 -1.2 1.9 -0.7
F 1.14455 3.42366 1.51648 -0.6 -1.2 -1.3
F -0.06916 4.18311 -0.12937 0.8 -1.4 0.5
F -0.36314 2.09674 0.46731 1.5 0.7 0.2
C -1.33899 -2.98765 -0.71445 -0.2 0.3 -0.8
C -2.11129 -1.63467 -0.46705 0.9 0.6 -0.2
C -1.92402 -0.99362 0.95428 -0.8 0.3 0.1
O -3.50721 -1.77330 -0.80902 1.2 -0.8 0.9
C -4.19344 -2.69468 0.05006 -2.0 0.8 0.0
C -5.36628 -1.88675 0.74401 -1.3 1.4 0.9
C -5.34217 -0.41273 0.78003 -1.2 -0.4 0.7
C -6.37858 0.38183 1.44457 0.2 -2.5 -0.1
C -7.48871 -0.30161 2.10030 1.8 -0.5 -1.2
C -7.54753 -1.75068 2.03455 1.1 0.6 -0.5
C -6.50871 -2.54211 1.37008 0.2 1.9 0.0
H 0.50105 -0.48377 4.59023 0.1 -0.6 -0.9
H 0.79908 -0.41560 2.82416 -0.3 -0.8 0.6
H -0.53337 -1.49525 3.52294 0.8 0.4 0.0
H 1.56081 -2.51551 4.95472 -0.1 0.0 -1.1
H 3.06814 -1.39627 2.46370 0.1 -0.3 1.1
H 3.56806 -2.89664 3.32910 -0.3 1.2 0.2
H 3.52737 -1.34634 4.28111 -0.5 -0.2 -0.8
H 0.43358 -4.21310 3.95320 0.4 0.5 -1.0
H 1.96017 -4.34002 3.03102 -0.9 0.7 -0.1
H -0.80571 -3.16223 2.14474 0.9 0.0 -0.6
H 0.05899 -4.57925 1.45165 0.1 1.1 0.3
H 1.04536 -1.64201 1.04491 -0.3 -0.8 -0.5
H 0.05912 -1.83041 -2.65917 0.6 0.0 0.7
H 1.77355 -2.16475 -2.21369 -1.0 0.3 0.6
H 0.46545 -0.13470 -0.28469 0.5 -0.4 -0.8
H 0.35564 0.31216 -2.01520 0.6 -0.5 0.9
H -1.70065 -3.81463 -0.04684 0.6 0.8 -0.4
H -1.61309 -3.31545 -1.76202 0.2 0.4 1.1
H -1.70940 -0.89133 -1.21796 -0.6 -0.7 0.7
H -2.52260 -0.03933 1.01572 0.6 -1.0 -0.2
H -0.87502 -0.71677 1.21398 -0.8 -0.5 -0.3
H -2.34035 -1.65846 1.75718 0.5 0.6 -0.6
H -3.56101 -3.15990 0.84462 -0.4 0.3 -0.8
H -4.66018 -3.47621 -0.61777 0.6 0.5 0.9
H -4.52351 0.17523 0.29524 -0.8 -0.9 0.4
H -6.27256 1.49304 1.45100 -0.2 -1.2 0.0
H -8.24515 0.32754 2.62433 0.6 -0.9 -0.5
H -8.41364 -2.26658 2.51958 1.0 0.4 -0.6
H -6.58253 -3.65649 1.33466 0.0 1.1 0.1
O -5.76242 1.77069 -3.63780 0.4 0.1 0.0
S -4.87847 0.64455 -3.71102 -0.2 -0.8 -0.2
O -3.55882 0.68743 -3.14749 -0.2 0.3 0.0
O -4.77151 0.16611 -5.24145 -0.2 -0.1 0.5
C -4.40522 1.13388 -6.23197 0.4 0.5 -0.5
C -2.91604 1.42259 -6.21268 0.1 0.1 0.3
C -5.71098 -0.78254 -3.09051 -0.1 -0.1 -0.1
H -4.98762 2.05006 -6.10812 0.0 -0.1 0.2
H -4.67630 0.70790 -7.19903 -0.2 -0.2 0.2
H -2.62723 1.93513 -5.29367 0.0 0.0 -0.1
H -2.63716 2.05746 -7.05552 -0.1 -0.1 0.0
H -2.34227 0.49503 -6.25993 -0.1 0.0 -0.1
H -6.69506 -0.84675 -3.55075 0.1 0.1 0.0
H -5.80714 -0.66843 -2.01086 0.1 0.1 0.0
H -5.11514 -1.66402 -3.31969 0.0 0.1 0.0
O 7.93900 3.73925 -0.44502 0.1 0.4 0.1
S 7.05459 4.59380 0.29192 -0.5 -0.2 0.5
O 6.98561 6.00267 0.03657 0.3 -0.2 -0.2
O 7.29935 4.36391 1.86433 -0.4 -0.1 -0.4
C 8.63234 4.49657 2.37047 0.8 0.3 0.3
C 9.03689 5.95155 2.51451 0.0 0.2 -0.2
C 5.42101 3.92647 0.22368 0.2 0.2 0.2
H 9.33871 3.94975 1.74118 -0.2 0.0 -0.1
H 8.64143 4.02186 3.35281 -0.3 -0.1 -0.1
H 9.12786 6.43232 1.53936 0.0 0.0 0.0
H 9.99931 6.03375 3.02293 -0.1 -0.1 0.0
H 8.28636 6.50686 3.08007 0.1 -0.1 0.0
H 5.46457 2.86988 0.46409 0.2 0.1 0.1
H 5.04533 4.06763 -0.78727 0.2 0.1 0.0
H 4.79257 4.46267 0.93284 0.1 0.0 0.0
```
Positions in Å, forces in eV/Å.

In hartree/bohr, the maximum force values for the records above are, in order, 0.087, 0.057, 0.063.